(1)
This record from OMol25 describes a 2-piece molecular cluster, C5H6N overall in a non-equilibrium geometry. The level of theory is wB97M-V/def2-TZVPD.

The geometry in ORCA input format:
```
! RIJCOSX wB97M-V def2-TZVPD def2/J DEFGRID3
* xyz 1 1
H 2.444 0.717 -2.334
H -2.533 0.433 1.124
C -1.077 -0.918 2.141
C -0.145 0.448 -0.481
H -1.032 -2.030 2.116
H 1.023 0.426 -3.238
C 1.547 0.117 -2.433
H -0.413 1.103 3.148
H 2.013 -0.803 -2.588
N -1.621 0.150 1.312
C -0.850 0.278 2.550
C 0.644 0.080 -1.318
*
```

The LUMO energy (spin up / spin down) is -6.896 / -6.703 eV. The calculation puts the HOMO-LUMO gap (spin up / spin down) at 7.595 / 7.409 eV. The largest force on an atom comes out at 5.44 eV/Å. The calculation puts the relative energy (zero: lowest compared OMol25 entry of this formula, charge and spin) at 223.9 kcal per mole.

Calculated atomic charges, method Mulliken, unit e:
1 H 0.323
2 H 0.280
3 C 0.003
4 C -0.327
5 H 0.348
6 H 0.323
7 C -1.162
8 H 0.351
9 H 0.353
10 N -0.219
11 C 0.071
12 C 0.655

***

(2)
This record from OMol25 describes a 2-piece molecular cluster, C5H6N overall in a non-equilibrium geometry. The level of theory is wB97M-V/def2-TZVPD.

The geometry in ORCA input format:
```
! RIJCOSX wB97M-V def2-TZVPD def2/J DEFGRID3
* xyz 1 1
C 1.035 -0.559 0.692
N -0.844 1.217 -0.094
C 0.953 -0.726 -0.785
H 1.520 -0.105 -1.634
H 0.671 -1.655 -1.108
H 1.595 0.168 1.249
H -0.973 2.078 1.171
C -2.509 -0.846 0.027
H 1.017 -1.398 1.491
H -0.831 1.841 -0.927
C -1.531 -0.026 -0.008
C -0.103 0.010 -0.075
*
```

The LUMO energy is -6.665 eV. The calculation puts the HOMO-LUMO gap at 8.537 eV. The largest force on an atom comes out at 5.64 eV/Å. The calculation puts the relative energy (zero: lowest compared OMol25 entry of this formula, charge and spin) at 231.7 kcal per mole.

Calculated atomic charges, method Mulliken, unit e:
1 C -0.578
2 N -0.454
3 C -0.406
4 H 0.223
5 H 0.276
6 H 0.262
7 H 0.523
8 C -0.401
9 H 0.260
10 H 0.353
11 C 0.289
12 C 0.655

***

(3)
This record from OMol25 describes a 2-piece molecular cluster, C5H6N overall in a non-equilibrium geometry. The level of theory is wB97M-V/def2-TZVPD.

The geometry in ORCA input format:
```
! RIJCOSX wB97M-V def2-TZVPD def2/J DEFGRID3
* xyz 1 1
N 1.786 0.232 0.096
H -0.980 1.564 1.108
H 2.130 1.106 -0.223
H -1.444 1.018 -0.548
C -0.481 -0.801 -1.988
C 0.508 0.105 0.260
C -0.524 -0.577 0.846
C -1.371 -0.901 -2.740
C -0.894 0.773 0.328
H -0.996 -1.555 0.574
H -0.284 -0.554 1.933
H 2.550 -0.411 0.354
*
```

The LUMO energy (spin up / spin down) is -6.757 / -7.539 eV. The calculation puts the HOMO-LUMO gap (spin up / spin down) at 8.752 / 7.995 eV. The largest force on an atom comes out at 5.17 eV/Å. The calculation puts the relative energy (zero: lowest compared OMol25 entry of this formula, charge and spin) at 249.3 kcal per mole.

Calculated atomic charges, method Mulliken, unit e:
1 N -0.320
2 H 0.236
3 H 0.287
4 H 0.263
5 C -0.628
6 C 0.241
7 C -0.142
8 C 0.611
9 C -0.391
10 H 0.294
11 H 0.257
12 H 0.292

***

(4)
This record from OMol25 describes an isolated ion of composition C5H6N and charge +1 in a non-equilibrium geometry. The level of theory is wB97M-V/def2-TZVPD.

The geometry in ORCA input format:
```
! RIJCOSX wB97M-V def2-TZVPD def2/J DEFGRID3
* xyz 1 1
H -1.982 1.998 0.609
H 0.423 -1.658 -0.925
C 1.057 0.454 -0.560
H 1.724 -1.524 0.298
N -0.084 -0.576 0.897
H 2.015 0.853 -0.222
H 0.882 0.762 -1.590
C 0.866 -1.030 -0.153
C -0.029 0.748 0.402
C -1.352 1.137 0.643
H -2.108 -0.913 0.056
C -1.412 -0.250 0.546
*
```

The LUMO energy is -5.091 eV. The calculation puts the HOMO-LUMO gap at 10.129 eV. The largest force on an atom comes out at 1.46 eV/Å. The calculation puts the relative energy (zero: lowest compared OMol25 entry of this formula, charge and spin) at 99.3 kcal per mole.

Calculated atomic charges, method Mulliken, unit e:
1 H 0.401
2 H 0.282
3 C -0.342
4 H 0.296
5 N -0.123
6 H 0.266
7 H 0.299
8 C -0.445
9 C 0.343
10 C -0.184
11 H 0.362
12 C -0.156

***

(5)
This record from OMol25 describes an isolated ion of composition C5H6N and charge +1 in a non-equilibrium geometry. The level of theory is wB97M-V/def2-TZVPD.

The geometry in ORCA input format:
```
! RIJCOSX wB97M-V def2-TZVPD def2/J DEFGRID3
* xyz 1 1
C 1.305 -1.320 0.122
N -0.042 -1.631 0.052
H -0.720 1.705 -0.126
C 1.736 -0.035 -0.029
H -0.080 -2.183 -0.803
H 0.047 0.678 1.150
H -1.522 -0.575 -1.185
C -0.400 0.759 0.137
C -0.879 -0.345 -0.337
H -0.510 -2.344 0.681
C 2.282 1.093 -0.171
H 3.128 1.708 -0.106
*
```

The LUMO energy is -6.585 eV. The calculation puts the HOMO-LUMO gap at 7.319 eV. The largest force on an atom comes out at 3.83 eV/Å. The calculation puts the relative energy (zero: lowest compared OMol25 entry of this formula, charge and spin) at 183.4 kcal per mole.

Calculated atomic charges, method Mulliken, unit e:
1 C -0.428
2 N -0.113
3 H 0.383
4 C 0.325
5 H 0.405
6 H 0.428
7 H 0.349
8 C -0.896
9 C -0.038
10 H 0.401
11 C -0.203
12 H 0.387

***

(6)
This record from OMol25 describes an isolated ion of composition C5H6N and charge +1 in a non-equilibrium geometry. The level of theory is wB97M-V/def2-TZVPD.

The geometry in ORCA input format:
```
! RIJCOSX wB97M-V def2-TZVPD def2/J DEFGRID3
* xyz 1 1
C -1.413 0.726 -0.105
C -1.077 -0.941 0.083
H 2.176 -1.607 -0.113
C -2.289 -0.485 -0.104
H -3.300 -0.699 0.080
N 2.434 -0.587 -0.097
C 1.360 0.154 -0.023
H -1.383 1.387 -0.993
H -1.466 1.129 0.961
H 3.400 -0.161 0.026
C 0.003 -0.134 0.220
H 1.554 1.218 0.066
*
```

The LUMO energy is -4.654 eV. The calculation puts the HOMO-LUMO gap at 8.758 eV. The largest force on an atom comes out at 3.06 eV/Å. The calculation puts the relative energy (zero: lowest compared OMol25 entry of this formula, charge and spin) at 114.6 kcal per mole.

Calculated atomic charges, method Mulliken, unit e:
1 C 0.024
2 C 0.420
3 H 0.269
4 C -0.671
5 H 0.387
6 N -0.354
7 C 0.001
8 H 0.369
9 H 0.247
10 H 0.298
11 C -0.311
12 H 0.319

***

(7)
This record from OMol25 describes C5H6N as an isolated structure in a non-equilibrium geometry. The level of theory is wB97M-V/def2-TZVPD.

The geometry in ORCA input format:
```
! RIJCOSX wB97M-V def2-TZVPD def2/J DEFGRID3
* xyz 1 1
C 2.149 -0.529 0.238
C -1.642 -0.065 -0.021
H 0.215 -2.432 0.076
C 0.498 0.805 0.017
N -0.244 -0.390 0.055
H -1.913 -0.060 0.954
H -2.318 -0.886 -0.435
H 0.134 1.826 0.276
C 1.852 0.715 -0.210
H 2.594 1.457 -0.324
H -1.817 0.999 -0.519
C 0.493 -1.441 -0.107
*
```

The LUMO energy (spin up / spin down) is -6.646 / -6.805 eV. The calculation puts the HOMO-LUMO gap (spin up / spin down) at 7.689 / 7.850 eV. The largest force on an atom comes out at 5.09 eV/Å. The calculation puts the relative energy (zero: lowest compared OMol25 entry of this formula, charge and spin) at 159.9 kcal per mole.

Calculated atomic charges, method Mulliken, unit e:
1 C -0.144
2 C -0.801
3 H 0.372
4 C 0.069
5 N 0.193
6 H 0.436
7 H 0.339
8 H 0.368
9 C -0.384
10 H 0.389
11 H 0.289
12 C -0.127

***

(8)
This record from OMol25 describes an isolated ion of composition C5H6N and charge +1 in a non-equilibrium geometry. The level of theory is wB97M-V/def2-TZVPD.

The geometry in ORCA input format:
```
! RIJCOSX wB97M-V def2-TZVPD def2/J DEFGRID3
* xyz 1 1
H 1.917 1.561 0.944
C 0.475 0.565 -0.089
N 0.201 -2.188 -0.757
H -3.195 0.125 -0.135
H -0.475 -1.615 1.133
H 1.026 0.149 -0.987
H 0.113 1.464 1.771
C -2.215 0.354 -0.318
C -0.253 -1.446 0.076
C 0.876 1.245 0.978
H 0.291 -2.092 -1.825
C -0.975 0.175 -0.262
*
```

The LUMO energy (spin up / spin down) is -6.602 / -6.604 eV. The calculation puts the HOMO-LUMO gap (spin up / spin down) at 8.345 / 8.344 eV. The largest force on an atom comes out at 5.26 eV/Å. The calculation puts the relative energy (zero: lowest compared OMol25 entry of this formula, charge and spin) at 140.6 kcal per mole.

Calculated atomic charges, method Mulliken, unit e:
1 H 0.295
2 C -0.070
3 N -0.375
4 H 0.430
5 H 0.416
6 H 0.313
7 H 0.285
8 C 0.033
9 C 0.125
10 C -0.646
11 H 0.355
12 C -0.161

***

(9)
This record from OMol25 describes an isolated ion of composition C5H6N and charge +1 in a non-equilibrium geometry. The level of theory is wB97M-V/def2-TZVPD.

The geometry in ORCA input format:
```
! RIJCOSX wB97M-V def2-TZVPD def2/J DEFGRID3
* xyz 1 1
H -1.113 -1.444 0.335
C -1.718 0.557 0.949
C 3.131 0.632 -2.173
C 2.688 -0.041 -1.230
H -2.603 0.010 1.233
H -1.391 0.963 1.995
H 0.384 1.043 -0.022
H 1.290 -1.802 -1.048
C 1.624 -0.761 -0.745
C 0.386 -0.070 -0.013
H -1.871 1.328 0.281
N -0.806 -0.414 0.436
*
```

The LUMO energy (spin up / spin down) is -7.388 / -7.388 eV. The calculation puts the HOMO-LUMO gap (spin up / spin down) at 7.592 / 7.595 eV. The largest force on an atom comes out at 7.18 eV/Å. The calculation puts the relative energy (zero: lowest compared OMol25 entry of this formula, charge and spin) at 162.3 kcal per mole.

Calculated atomic charges, method Mulliken, unit e:
1 H 0.360
2 C -0.888
3 C -0.178
4 C -0.044
5 H 0.334
6 H 0.337
7 H 0.396
8 H 0.317
9 C -0.134
10 C 0.242
11 H 0.383
12 N -0.125